Entry 1:
Molecular formula: C31H26BrFMoN6O4S
Method: DFT, wB97M-V/def2-TZVPD

Each line ends with the Löwdin charge.
Geometry (Å):
Mo (0.01958, 0.45679, -0.41263)  1.6108
Br (-3.11327, -5.24859, 3.56176)  0.8156
C (-2.49893, -3.68418, 2.72593)  -0.6868
C (-3.02224, -2.44308, 3.11143)  -0.0766
C (-2.60343, -1.27577, 2.51111)  0.0213
C (-1.63321, -1.32301, 1.50268)  -0.2903
O (-1.27037, -0.18053, 0.92929)  -0.2397
C (-1.08753, -2.56416, 1.12422)  -0.1322
C (-0.08595, -2.68329, 0.10802)  -0.0303
N (0.48992, -1.70875, -0.52433)  -0.0261
C (1.45676, -2.04371, -1.52544)  -0.1862
C (2.23804, -3.16633, -1.56501)  0.0123
C (3.06550, -3.40838, -2.68633)  -0.0304
C (3.08677, -2.54792, -3.74687)  0.0063
C (2.31180, -1.36229, -3.71306)  -0.1269
C (2.25580, -0.41722, -4.76309)  0.0410
C (1.47165, 0.69631, -4.63428)  -0.0032
C (0.77526, 0.90319, -3.43060)  -0.1315
N (0.82605, 0.04755, -2.43152)  -0.1079
C (1.53924, -1.10321, -2.57194)  -0.1633
C (-1.54461, -3.74592, 1.74211)  -0.0632
H (-3.76947, -2.40530, 3.89289)  0.1164
H (-3.01293, -0.31723, 2.79848)  0.1304
H (0.19616, -3.70167, -0.15256)  0.1376
H (2.23952, -3.88145, -0.75322)  0.1213
H (3.67356, -4.30182, -2.70101)  0.1224
H (3.69659, -2.75492, -4.61598)  0.1301
H (2.82776, -0.58839, -5.66626)  0.1363
H (1.39435, 1.43294, -5.42002)  0.1236
H (0.18547, 1.79868, -3.27495)  0.1253
H (-1.13700, -4.70058, 1.43545)  0.1192
N (1.23123, 0.32994, 1.52134)  -0.0388
N (2.37846, 1.11068, 1.72785)  -0.0211
C (2.76798, 1.96148, 0.75653)  -0.7621
N (3.78350, 2.77263, 1.02109)  0.1430
S (2.02980, 1.95853, -0.75928)  0.8243
H (0.49433, 0.62705, 2.16364)  0.1276
H (1.44770, -0.64871, 1.70219)  0.1264
H (2.73420, 1.17553, 2.67099)  0.1715
H (4.25779, 2.77514, 1.91008)  0.1332
H (4.10588, 3.41156, 0.31264)  0.1222
C (-7.24783, 2.07156, 0.12000)  -0.0112
C (-6.47192, 3.03539, -0.76288)  -0.2827
C (-7.16733, 3.39833, -2.06336)  -0.1221
C (-7.34584, 2.16818, -2.93816)  -0.1157
C (-6.03944, 1.44547, -3.11488)  -0.1116
C (-5.82913, 0.61333, -4.18734)  0.0855
C (-4.60596, -0.04194, -4.35276)  -0.2429
F (-4.46659, -0.84033, -5.41259)  0.1034
C (-3.56419, 0.11836, -3.48827)  0.0821
C (-3.74478, 0.96991, -2.38591)  -0.0401
C (-2.66664, 1.19081, -1.45551)  -0.2269
O (-1.55101, 0.56406, -1.68165)  -0.1907
C (-2.88134, 2.05854, -0.38533)  -0.0174
C (-4.13930, 2.63125, -0.23945)  0.0697
N (-5.13651, 2.43526, -1.08141)  0.0473
C (-4.97827, 1.61529, -2.19366)  -0.0490
C (-1.85055, 2.45505, 0.62316)  -0.5517
O (-2.15559, 2.99293, 1.65592)  0.1275
O (-0.59032, 2.22767, 0.27248)  -0.2627
H (-8.23431, 2.48073, 0.33582)  0.1014
H (-6.73411, 1.91444, 1.06829)  0.0892
H (-7.37768, 1.10195, -0.36079)  0.0902
H (-6.23819, 3.94613, -0.21151)  0.1521
H (-6.57616, 4.15223, -2.58791)  0.1345
H (-8.13005, 3.85152, -1.82900)  0.1337
H (-7.73545, 2.44552, -3.91725)  0.1331
H (-8.07873, 1.48716, -2.49807)  0.1305
H (-6.60225, 0.45669, -4.92876)  0.1470
H (-2.62647, -0.39282, -3.64440)  0.1334
H (-4.32756, 3.27868, 0.60786)  0.1626

The HOMO energy (spin up / spin down) is -13.03 / -13.03 eV. The charge is +2. Its total energy is -4966.35391 a.u.


Entry 2:
Molecular formula: C8H10F3HoNO3S
Method: DFT, wB97M-V/def2-TZVPD

Each line ends with the Löwdin charge.
Geometry (Å):
C (-0.39477, 1.00548, -1.90073)  -0.2291
C (1.01492, 1.23868, -1.74919)  -0.2317
C (1.18848, 2.22647, -0.71870)  -0.2392
C (-0.10687, 2.61328, -0.25053)  -0.2315
C (-1.08799, 1.85996, -0.98088)  -0.2215
Ho (0.19176, 0.04534, 0.41854)  1.4209
N (-1.28063, -1.38060, -0.15325)  -0.2652
C (-0.33140, -2.40106, -0.58732)  -0.5242
C (1.10384, -1.92266, -0.65268)  -0.3201
H (2.14110, 2.67827, -0.42362)  0.0871
H (1.81210, 0.78789, -2.35178)  0.0944
H (-0.32061, 3.41193, 0.46086)  0.0894
H (-2.17187, 1.98304, -0.91476)  0.0962
H (-0.86203, 0.34302, -2.63404)  0.1012
H (1.41273, -1.73718, -1.69310)  -0.0029
H (-0.40339, -3.29509, 0.07895)  0.0799
H (-2.22057, -1.75302, -0.01662)  0.0237
H (1.76757, -2.60471, -0.11251)  -0.0010
H (-0.64646, -2.78813, -1.58592)  0.0717
F (0.93285, -0.75432, 5.48816)  0.1102
C (0.38627, 0.14724, 4.63509)  -0.6018
F (-0.58636, 0.82451, 5.28806)  0.1174
F (1.34428, 1.03098, 4.23691)  0.1026
S (-0.27660, -0.75128, 3.14549)  0.5550
O (0.94056, -1.07642, 2.32996)  -0.4064
O (-1.05168, -1.83575, 3.66584)  -0.2556
O (-0.99432, 0.31810, 2.38017)  -0.4195

The HOMO energy (spin up / spin down) is -3.26 / -3.24 eV. Its multiplicity is 5. The charge is -1. Its expectation value of S² is 6.00. Its total energy is -2237.26064 a.u.


Entry 3:
Molecular formula: C6H6Cl2
Method: DFT, wB97M-V/def2-TZVPD

Each line ends with the Löwdin charge.
Geometry (Å):
C (1.29988, -1.51431, 0.08756)  0.0300
C (1.46287, -0.24498, 0.44687)  -0.2130
C (0.94402, 0.91191, -0.32758)  -0.7094
Cl (2.17039, 2.08757, -0.68090)  0.6669
C (-0.31686, 1.06653, -0.75317)  -0.7062
Cl (-0.74931, 2.41016, -1.77243)  0.6609
C (-1.47535, 0.20718, -0.43292)  -0.2115
C (-1.81510, -0.14687, 0.82226)  0.0354
H (1.71896, -2.30961, 0.66292)  0.0546
H (0.73905, -1.80407, -0.76614)  0.0627
H (2.07619, 0.02139, 1.32608)  0.1076
H (-2.08397, -0.08886, -1.28077)  0.0968
H (-1.26810, 0.16486, 1.68350)  0.0616
H (-2.70266, -0.76090, 0.98472)  0.0636

The HOMO energy is -8.83 eV. The SMILES is C=C/C(Cl)=C(/Cl)C=C. The charge is 0. Its total energy is -1152.54611 a.u.


Entry 4:
Molecular formula: C5H14
Method: DFT, wB97M-V/def2-TZVPD

Each line ends with the Löwdin charge.
Geometry (Å):
C (-0.04281, -0.29495, 2.03302)  -0.1250
C (0.94524, -0.78574, 0.96571)  -0.3297
C (1.48829, -2.17982, 1.22738)  -0.1220
H (-0.40620, 0.70891, 1.81502)  0.0617
H (0.40165, -0.26591, 3.02840)  0.0657
H (-0.89091, -0.98268, 2.09388)  0.0711
H (0.35179, -0.80551, 0.05269)  0.0675
H (1.70958, -0.01886, 0.85367)  0.1007
H (1.82243, -2.31436, 2.26260)  0.0693
H (0.70083, -2.91154, 1.06428)  0.0715
H (2.39287, -2.36090, 0.64816)  0.0665
C (-1.74502, 1.86492, -1.85052)  -0.1523
C (-0.40143, 1.14068, -2.14332)  -0.1462
H (-1.62527, 2.86465, -2.24179)  0.0525
H (-2.55434, 1.41529, -2.41228)  0.0520
H (-2.03393, 1.86758, -0.80499)  0.0542
H (0.36608, 1.92021, -2.13625)  0.0610
H (-0.43633, 0.64486, -3.10772)  0.0619
H (-0.04249, 0.49316, -1.34793)  0.0196

The HOMO energy is -11.30 eV. The SMILES is CCC.CC. The charge is 0. Its total energy is -198.87765 a.u.